ORCA calculation (ωB97M-V/def2-TZVPD) on a cluster of 2 separate species, C5H11N2O in total at a distorted geometry.

Summary:
HOMO   -13.86 eV
DFT total energy   -10382.4901 eV
Energy above the lowest of the compared OMol25 structures with the same formula, charge and spin   71.8 kcal/mol
Net charge   +1

Geometry as XYZ:
```
19
Properties=species:S:1:pos:R:3:forces:R:3:nbo_charge:R:1
C 0.41463 0.00629 -1.95802 0.56 -0.30 -0.19 -0.0640
C 1.18439 -1.07798 -1.74861 -0.95 1.23 0.02 -0.2987
C -1.44855 1.35046 -1.18086 0.84 -0.50 -1.14 0.1039
N -0.74833 0.27692 -1.20127 -0.19 -0.32 1.24 -0.4159
H 0.58589 0.75134 -2.73233 0.22 -0.27 0.10 0.2264
H 1.03094 -1.81773 -0.96746 -0.21 0.17 -0.25 0.2275
H 2.03128 -1.18983 -2.39036 0.38 -0.16 -0.23 0.2386
H -2.37832 1.36077 -0.64406 -0.04 0.14 0.51 0.2310
H -1.12949 2.19589 -1.79922 -0.29 -0.30 0.11 0.2202
H -0.91132 -0.44858 -0.44406 -0.56 0.43 -0.76 0.4667
O -0.75999 -1.47367 0.82267 2.00 0.70 1.41 -0.5753
C 0.18003 -1.03265 1.51127 -1.40 -0.54 -1.07 0.4853
C 0.14092 0.33728 2.13789 -0.25 0.71 -0.60 -0.3429
N 0.89221 1.27814 1.22795 -0.22 -1.56 0.44 -0.8514
H 1.11510 -1.61309 1.59752 -0.20 -0.09 0.12 0.1503
H -0.91349 0.65884 2.10485 0.38 -0.13 0.21 0.2138
H 0.47733 0.32487 3.18318 0.08 -0.07 -0.23 0.2228
H 0.62497 2.20552 1.49025 0.26 0.58 0.15 0.3822
H 1.90316 1.15040 1.30448 -0.42 0.29 0.15 0.3796
```
Forces are in eV/Å.

=====

ORCA calculation (ωB97M-V/def2-TZVPD) on a structure of composition C12H11F7N6O3TeV at a distorted geometry.

Summary:
HOMO (spin up / spin down)   -9.30 / -9.30 eV
DFT total energy   -79707.4947 eV
2S+1   2
Energy above the lowest of the compared OMol25 structures with the same formula, charge and spin   24.3 kcal/mol

Geometry as XYZ:
```
41
Properties=species:S:1:pos:R:3:forces:R:3:mulliken_spin:R:1
V 0.22884 -0.60218 -0.00993 0.23 -0.52 -0.19 1.2427
N -2.24882 -1.62335 2.34781 0.04 -0.03 -0.08 0.0024
N -2.72442 -2.33416 1.21105 0.03 0.49 -0.26 -0.0010
C -2.58074 -1.69569 0.03448 0.02 -0.03 0.36 -0.0006
N -2.95085 -2.35511 -1.08027 0.01 0.36 0.04 -0.0008
N -2.16505 -0.41278 0.10131 0.05 -0.84 0.21 0.0049
N -2.14859 0.24125 -1.11449 -0.35 0.98 -0.61 -0.0017
O -2.90910 1.15314 -1.31344 0.26 -0.72 0.10 -0.0004
O -1.20500 -0.06240 -1.86445 -0.08 0.09 0.12 -0.0038
H -2.08817 -2.32814 3.06004 -0.18 0.06 0.09 -0.0001
H -2.97467 -0.98697 2.65930 -0.05 -0.09 0.06 0.0003
H -2.42276 -3.30299 1.25260 0.01 -0.28 -0.02 0.0002
H -3.21178 -3.32023 -0.95773 0.00 -0.03 0.02 0.0000
H -2.40236 -2.16916 -1.90648 0.03 0.05 -0.04 0.0000
F 3.68707 -0.66878 -4.12815 0.01 -0.02 -0.01 -0.0002
C 3.02963 0.04785 -3.20564 -0.02 -0.01 0.02 -0.0010
C 2.19228 -0.60224 -2.31433 0.07 0.02 -0.06 -0.0229
C 1.52654 0.15836 -1.37286 -0.06 -0.09 0.02 -0.0551
C 1.68591 1.55091 -1.31393 0.07 0.07 -0.13 -0.0269
C 2.54058 2.14396 -2.23966 -0.05 -0.09 0.05 0.0023
F 2.72811 3.47855 -2.23746 0.00 0.03 0.01 -0.0004
C 3.22168 1.41597 -3.19321 -0.05 0.00 0.06 0.0056
C 0.92349 2.25002 -0.26877 0.04 0.08 0.01 -0.0271
C 0.99030 3.60205 0.05770 -0.06 -0.11 0.03 -0.0013
C 0.22812 4.07702 1.11231 0.03 -0.03 -0.04 0.0002
C -0.58336 3.21339 1.83229 0.00 -0.07 -0.02 0.0070
C -0.61222 1.88593 1.45478 -0.05 0.14 0.15 -0.0111
N 0.11002 1.42829 0.43182 -0.02 0.11 -0.16 -0.0354
H 2.08123 -1.67748 -2.36468 0.00 0.00 0.00 0.0040
H 3.87766 1.90136 -3.90051 0.00 0.00 0.00 0.0003
H 1.63371 4.26136 -0.49826 0.02 0.02 -0.02 0.0000
H 0.27736 5.12492 1.37754 0.00 0.00 0.00 -0.0001
H -1.17638 3.55352 2.66788 0.00 -0.01 0.00 0.0001
H -1.21604 1.15144 1.97360 0.03 0.02 -0.01 -0.0003
F 1.87131 -3.09613 3.61478 -0.25 -0.28 0.00 -0.0007
Te 0.58151 -2.74765 2.29627 0.31 -0.04 0.23 -0.0012
F 1.85467 -3.75689 1.27349 -0.09 0.04 -0.16 -0.0002
F 0.27251 -1.25631 3.59334 -0.06 -0.18 -0.04 -0.0006
F -1.01512 -4.24340 2.34201 0.18 0.13 0.35 -0.0023
F -0.20566 -2.33559 -0.56304 0.15 0.43 0.00 0.0181
O 1.29860 -1.06166 1.15288 -0.20 0.34 -0.08 -0.0930
```
Forces are in eV/Å.

=====

ORCA calculation (ωB97M-V/def2-TZVPD) on a structure of composition C41H50As4MnN3O2.

Summary:
HOMO (spin up / spin down)   -10.54 / -10.87 eV
DFT total energy   -326564.7093 eV
2S+1   6
Energy above the lowest of the compared OMol25 structures with the same formula, charge and spin   5.1 kcal/mol
Net charge   +1

Geometry as XYZ:
```
101
Properties=species:S:1:pos:R:3:forces:R:3:mulliken_spin:R:1
Mn -0.26529 0.01633 -0.12392 0.89 -0.13 0.04 4.1258
O 1.26435 0.51604 3.71614 -0.08 0.05 -0.02 0.0128
C 1.11362 0.35909 2.52216 -0.22 -0.05 -0.13 0.0053
O -0.00739 0.25270 1.88284 0.17 -0.12 0.24 0.0924
C 2.35109 0.25152 1.64232 -0.02 -0.02 -0.15 0.0246
C 3.60978 0.26075 2.21946 0.11 0.01 0.03 0.0033
C 4.72043 0.13638 1.40218 0.03 0.00 0.04 -0.0002
C 4.53327 0.00455 0.03328 0.00 0.02 0.02 -0.0022
C 3.24058 0.00995 -0.45772 -0.10 0.05 0.11 0.0306
N 2.16057 0.13452 0.32232 0.03 -0.08 -0.11 0.0286
H 3.67865 0.36301 3.29412 0.01 0.00 -0.04 0.0005
H 5.71783 0.13787 1.82399 -0.03 0.00 -0.01 -0.0001
H 5.36958 -0.10144 -0.64532 -0.03 0.01 0.03 0.0001
H 3.06324 -0.09168 -1.51973 -0.02 -0.01 -0.02 -0.0008
C -0.92091 -0.03317 -4.44078 -0.05 0.00 -0.01 0.0062
As 0.25957 0.09393 -2.90414 0.02 0.02 0.22 0.1530
C 1.51158 -1.32064 -3.42984 0.02 0.02 -0.02 0.0012
C 1.40571 1.61716 -3.39321 -0.08 0.04 0.08 0.0380
C 0.94390 3.08021 -3.21355 -0.06 -0.02 -0.05 -0.0361
C 1.98337 3.91774 -3.98043 -0.01 0.01 -0.05 0.0001
C 1.03222 3.53551 -1.74608 -0.02 -0.10 -0.08 0.0437
As -0.02878 2.67204 -0.33920 -0.17 0.21 -0.08 0.1330
C -1.59305 3.82483 -0.26813 -0.01 0.01 0.02 0.0070
C 0.92443 3.40819 1.18349 -0.01 -0.04 -0.02 0.0129
C -0.47006 3.26581 -3.81520 0.21 -0.03 0.09 0.0018
As -0.94627 4.99662 -4.65418 0.04 0.12 -0.05 0.0000
C -2.66480 4.33624 -5.31892 -0.07 -0.01 -0.01 -0.0001
C -1.68572 5.97834 -3.12981 0.02 -0.02 0.09 0.0003
H -1.76056 0.65073 -4.34919 -0.03 0.01 0.00 0.0006
H -1.30742 -1.05005 -4.48632 -0.02 -0.02 -0.03 -0.0014
H -0.35274 0.17930 -5.34543 -0.03 0.00 -0.06 0.0022
H 2.26423 -0.91554 -4.10489 0.02 -0.02 -0.04 -0.0007
H 0.96271 -2.10428 -3.95090 0.01 -0.01 0.00 0.0003
H 2.00018 -1.75697 -2.56061 0.00 0.00 -0.01 -0.0002
H 1.62741 1.44480 -4.44897 0.02 0.04 -0.07 0.0042
H 2.34133 1.46624 -2.84979 0.04 0.01 0.02 -0.0037
H 2.99447 3.65770 -3.65614 -0.04 0.01 0.00 0.0003
H 1.84256 4.98611 -3.81123 -0.02 0.00 0.00 -0.0005
H 1.91474 3.74539 -5.05683 0.00 -0.01 0.02 0.0000
H 0.79196 4.59708 -1.67067 0.01 0.09 -0.06 0.0051
H 2.06556 3.42665 -1.40839 0.08 0.00 -0.01 -0.0004
H -1.28504 4.85582 -0.42100 -0.01 0.09 0.00 0.0004
H -2.05230 3.72046 0.71331 -0.02 0.02 -0.03 -0.0015
H -2.31928 3.54594 -1.02789 0.01 0.00 -0.03 0.0001
H 0.98284 4.48908 1.07795 0.02 0.08 0.04 0.0005
H 1.92899 2.99320 1.23272 0.03 0.00 -0.01 -0.0015
H 0.39464 3.15217 2.09908 -0.01 0.01 0.02 -0.0019
H -1.25347 2.98212 -3.10472 -0.01 -0.05 0.08 -0.0022
H -0.57641 2.59147 -4.66751 0.05 -0.04 -0.04 0.0011
H -2.50228 3.69971 -6.18856 -0.02 0.00 0.01 0.0000
H -3.28012 5.18372 -5.62245 0.02 -0.04 0.00 0.0000
H -3.18927 3.76937 -4.54574 0.03 0.03 -0.05 0.0001
H -0.89121 6.26507 -2.44014 -0.03 0.01 0.00 -0.0002
H -2.43863 5.39074 -2.60272 0.03 0.03 0.00 0.0001
H -2.14559 6.89151 -3.50781 0.00 -0.02 0.01 0.0000
N -0.32072 -7.55290 0.41867 -0.02 0.10 -0.01 0.0017
C -0.19906 -6.41855 0.28843 0.10 0.30 -0.04 -0.0011
C -0.04274 -4.98611 0.11517 -0.08 -0.56 0.05 -0.0002
C 0.49013 -4.20700 1.12720 0.08 0.15 0.20 0.0040
C 0.58096 -2.83906 0.92583 0.02 -0.11 0.08 0.0505
N 0.17281 -2.24534 -0.19648 -0.26 0.05 0.01 0.0343
C -0.33156 -3.01010 -1.16556 0.06 -0.15 -0.06 0.0282
C -0.44730 -4.38234 -1.06583 -0.10 0.07 -0.16 -0.0013
H 0.80998 -4.64600 2.06241 0.00 0.02 -0.04 0.0001
H 0.97540 -2.19451 1.69909 -0.02 0.01 0.02 -0.0034
H -0.66128 -2.49820 -2.06127 -0.04 0.02 -0.02 -0.0332
H -0.86891 -4.96433 -1.87434 0.03 0.02 0.02 0.0002
C -4.80202 -4.10854 1.94165 0.00 -0.01 -0.01 0.0022
C -4.10649 -4.16711 0.74139 0.03 0.05 0.00 -0.0021
C -3.55901 -3.01160 0.20129 -0.07 -0.03 0.11 0.0039
C -3.71764 -1.78267 0.84077 0.09 -0.03 -0.03 -0.0036
C -4.40058 -1.73327 2.05140 -0.05 -0.12 0.01 0.0014
C -4.94190 -2.89365 2.59460 0.02 0.05 0.01 -0.0009
As -2.86569 -0.17933 0.13229 -0.40 -0.04 -0.01 0.2065
C -3.60918 1.17484 1.28711 0.03 0.01 0.03 -0.0057
C -2.78475 1.75074 2.25042 -0.21 0.07 0.06 0.0368
C -3.31744 2.67594 3.14467 0.00 -0.04 -0.03 0.0045
C -4.66154 3.01446 3.08199 -0.01 -0.02 0.00 -0.0005
C -5.48634 2.42186 2.13033 0.02 0.03 0.02 0.0002
C -4.96312 1.50254 1.23431 0.03 0.07 0.09 -0.0036
C -3.73440 0.15552 -1.57986 -0.06 -0.02 -0.04 -0.0046
C -3.81948 -0.86540 -2.52466 -0.08 0.07 -0.08 0.0052
C -4.36863 -0.62829 -3.77786 0.02 0.03 0.01 -0.0006
C -4.81226 0.64324 -4.11543 -0.01 0.00 0.00 0.0024
C -4.70802 1.67195 -3.18963 0.02 -0.02 0.04 -0.0011
C -4.17475 1.43108 -1.92739 0.02 -0.04 -0.11 0.0024
H -5.22857 -5.00836 2.36771 0.02 0.04 -0.02 0.0001
H -3.98617 -5.11352 0.22777 0.00 0.02 0.01 -0.0001
H -3.00560 -3.08764 -0.72160 0.06 0.01 -0.08 0.0006
H -4.51702 -0.79872 2.58179 0.00 0.02 0.01 0.0007
H -5.47336 -2.84194 3.53693 0.02 0.00 -0.03 -0.0002
H -1.74402 1.46197 2.32454 0.03 -0.03 0.00 -0.0076
H -2.67793 3.11885 3.89857 -0.02 -0.01 -0.02 0.0000
H -5.07559 3.72919 3.78399 0.03 -0.04 -0.04 0.0000
H -6.54044 2.66808 2.09483 0.04 0.01 -0.01 0.0001
H -5.61447 1.03248 0.50969 -0.02 -0.03 -0.06 0.0002
H -3.47170 -1.86234 -2.29425 -0.02 -0.05 0.04 0.0006
H -4.44522 -1.43818 -4.49367 0.00 0.02 0.03 0.0000
H -5.24197 0.82982 -5.09266 0.03 -0.01 0.05 0.0001
H -5.05552 2.66679 -3.44167 -0.01 -0.04 0.01 -0.0001
H -4.12227 2.24225 -1.21452 -0.01 0.01 0.06 0.0007
```
Forces are in eV/Å.

=====

ORCA calculation (ωB97M-V/def2-TZVPD) on the molecule C16H21N3OS2 at a distorted geometry.

Summary:
HOMO   -8.60 eV
DFT total energy   -45120.3368 eV
Energy above the lowest of the compared OMol25 structures with the same formula, charge and spin   11.9 kcal/mol

Geometry as XYZ:
```
43
Properties=species:S:1:pos:R:3:forces:R:3:nbo_charge:R:1
O 1.69026 0.11958 -3.74629 -0.89 1.20 -0.83 -0.5718
N 0.07867 -2.02831 -1.69966 -0.44 1.08 -0.38 -0.3942
N 2.27195 -0.82147 0.18192 -1.25 0.27 2.04 -0.4868
S 4.65912 -1.59122 -0.30474 -0.17 -0.18 0.25 0.3210
S -2.09261 -0.66826 -1.15186 1.60 -0.16 -0.61 0.3721
C 1.62628 -0.26888 -2.59937 0.52 -1.17 -2.38 0.6589
C -1.14573 -2.13486 -1.28794 0.23 -0.06 0.17 -0.1153
C 3.08857 -0.90389 -0.77298 2.25 -1.02 -0.25 0.2740
C 2.79802 -1.28866 1.39077 1.38 -0.54 -0.16 -0.0363
C 4.08777 -1.79493 1.33786 -1.61 0.96 -0.30 -0.4518
C 0.32760 -0.68883 -2.04468 -1.43 0.23 2.06 -0.0047
C 0.40436 0.51880 3.70718 -0.69 2.14 -2.42 0.0344
C 0.55701 1.43890 2.67893 -1.17 -2.46 1.54 -0.2001
C -0.68824 0.20274 -1.77382 0.40 -0.29 -0.60 -0.1242
N 2.85049 -0.59676 -2.10396 -0.36 -0.34 2.66 -0.6110
C -0.82101 -0.37738 3.80838 -0.37 0.97 0.86 -0.6590
C 1.39305 0.41606 4.80346 -0.18 0.86 0.28 -0.6454
C -1.06024 3.97731 -1.14840 -0.30 0.05 -0.59 -0.6000
C -0.42800 1.53904 1.50577 1.24 1.16 0.87 -0.4371
C -0.71307 1.70307 -2.04367 -0.42 -1.38 0.38 -0.4394
C 0.12602 2.32206 0.32025 -1.02 -0.45 -0.12 -0.3874
C -0.98013 2.49858 -0.76028 0.21 0.50 -0.67 -0.2071
H -1.56354 -3.09332 -0.99931 -0.05 0.17 0.00 0.2178
H 2.26031 -1.23060 2.34767 -0.10 0.08 -0.85 0.2216
H 4.64486 -2.18658 2.20240 -0.12 0.28 -0.89 0.2543
H 1.43389 2.06745 2.70351 0.17 0.17 -0.18 0.1949
H 3.59064 -0.53139 -2.76967 0.37 0.12 -0.20 0.4298
H -1.14097 -0.46795 4.88867 0.35 0.01 -1.08 0.2133
H -0.57524 -1.35718 3.44160 0.01 -0.67 -0.12 0.2185
H -1.69109 0.00604 3.23855 0.57 -0.20 0.28 0.2208
H 1.55087 -0.60740 5.05103 0.45 -0.96 0.20 0.2075
H 1.01064 0.88217 5.72120 0.02 0.00 -0.09 0.2159
H 2.32009 0.91104 4.53075 0.20 -0.08 0.09 0.2173
H -1.33438 4.54336 -0.25922 0.28 0.35 -0.08 0.2101
H -0.08463 4.29626 -1.58217 -0.58 -0.01 0.54 0.2060
H -1.83053 4.18715 -1.92318 0.38 -0.26 0.43 0.2058
H -1.33525 2.06383 1.80736 -0.18 -0.01 0.26 0.2000
H -0.71581 0.57102 1.18683 -0.28 -1.08 -0.29 0.2145
H -1.51747 1.84084 -2.77126 -0.03 0.35 0.07 0.2241
H 0.20455 2.00350 -2.54636 0.16 -0.02 0.13 0.2343
H 0.46888 3.27960 0.67740 -0.02 0.57 0.08 0.1996
H 1.00292 1.84821 -0.09221 0.31 -0.45 -0.23 0.2102
H -1.97426 2.15586 -0.39587 0.58 0.28 0.13 0.1949
```
Forces are in eV/Å.

=====

ORCA calculation (ωB97M-V/def2-TZVPD) on a cluster of 3 separate species, C12H28BN4O6 in total at a distorted geometry.

Summary:
HOMO   -4.68 eV
DFT total energy   -31817.2495 eV
Energy above the lowest of the compared OMol25 structures with the same formula, charge and spin   135.2 kcal/mol
Net charge   -1

Geometry as XYZ:
```
51
Properties=species:S:1:pos:R:3:forces:R:3:nbo_charge:R:1
C 3.21516 -0.65267 0.60998 0.33 0.91 0.18 -1.0456
B 2.00449 -0.11648 -0.41218 0.71 -0.56 0.40 1.1649
O 2.36983 0.24440 -1.79887 -0.93 -2.64 0.89 -0.9719
N 0.61548 -0.00636 0.20605 1.59 -1.24 -0.87 -0.9457
C -0.32051 -1.08442 -0.29505 -0.16 -0.95 -0.22 0.0084
N -1.69021 -0.84446 0.37470 -1.24 7.66 -3.26 -0.4834
C -2.06751 0.46466 0.05513 -1.38 2.13 4.71 0.8246
O -2.51512 1.73108 0.25493 3.33 -9.73 -2.06 -0.5648
C 0.11696 -2.61982 0.19856 0.41 -5.38 3.65 0.6964
O 0.62018 -3.55634 -0.60897 -2.13 5.33 2.61 -0.7192
O -0.12546 -2.95875 1.62147 1.01 2.88 -7.08 -0.8198
H 3.11238 -1.79172 0.87464 0.02 2.24 -0.40 0.2763
H 4.28362 -0.42965 0.17533 -2.00 -0.49 0.87 0.2249
H 3.09070 0.01211 1.59302 0.39 -1.62 -1.79 0.2237
H 2.68753 -0.57752 -2.31535 -0.57 1.97 1.48 0.5088
H 0.68936 -0.05202 1.26226 -0.26 -0.44 -1.74 0.4084
H -0.46846 -1.04361 -1.47721 0.72 -0.13 2.64 0.2163
C -6.85113 -2.49481 2.83535 -0.19 0.17 0.27 -0.6127
C -5.45605 -2.27890 2.25452 -0.09 -0.49 -0.22 -0.0813
C -5.43696 -2.20218 0.71014 0.49 -0.01 0.06 -0.0832
O -5.55788 -3.46971 0.05633 -0.45 0.50 0.04 -0.5434
C -6.89069 -3.93910 -0.06996 0.44 -0.24 -0.07 -0.2460
N -4.56239 -3.33449 2.75263 0.00 0.06 -0.35 -0.8331
H -7.20294 -3.52298 2.71862 0.10 0.07 -0.06 0.1970
H -6.85238 -2.27998 3.91097 0.07 -0.07 -0.19 0.2136
H -7.58067 -1.82785 2.36472 0.03 -0.06 0.01 0.1945
H -5.09485 -1.31573 2.63400 0.08 -0.08 -0.15 0.1923
H -4.46072 -1.80662 0.40468 -0.07 -0.22 0.05 0.2094
H -6.18648 -1.49691 0.33157 -0.20 -0.09 0.02 0.1534
H -7.60361 -3.12452 -0.23044 0.01 0.03 0.10 0.1629
H -7.16709 -4.52098 0.81081 -0.26 0.05 0.04 0.1616
H -6.93366 -4.61004 -0.93327 0.09 0.11 0.05 0.1827
H -3.61339 -3.13472 2.43495 0.00 0.00 0.18 0.3816
H -4.80612 -4.19752 2.25733 0.05 0.26 0.20 0.3503
C 5.09256 5.24289 -2.05831 -0.06 0.35 -0.15 -0.6140
C 4.49919 3.89484 -2.45946 0.36 -0.08 0.40 -0.0791
C 4.15881 2.98838 -1.25370 -0.14 -0.36 -0.38 -0.0966
O 5.29416 2.35644 -0.65342 -0.35 0.48 0.12 -0.5490
C 5.99886 3.17178 0.26924 0.16 -0.42 -0.14 -0.2462
N 5.41768 3.22723 -3.39309 -0.02 -0.28 0.12 -0.8318
H 6.13593 5.16785 -1.74165 -0.11 -0.10 -0.01 0.1985
H 5.06860 5.93652 -2.90766 0.03 -0.17 0.11 0.2124
H 4.51959 5.69818 -1.24408 0.06 -0.06 -0.05 0.2022
H 3.56119 4.10062 -2.98860 0.04 -0.16 0.07 0.1906
H 3.52514 2.16987 -1.61606 0.26 0.10 0.08 0.2263
H 3.56867 3.52349 -0.50012 0.14 0.13 0.07 0.1618
H 5.33292 3.83698 0.82743 -0.01 0.03 -0.09 0.1684
H 6.76617 3.74753 -0.25083 0.02 0.24 0.12 0.1584
H 6.50759 2.51569 0.98202 -0.13 -0.01 -0.10 0.1870
H 4.97622 2.37006 -3.72748 0.04 0.20 -0.01 0.3554
H 6.21534 2.89025 -2.84562 -0.23 0.16 -0.17 0.3536
```
Forces are in eV/Å.